{
  "formula": "C32H31AsLiN2O2SSi",
  "method": "ωB97M-V/def2-TZVPD",
  "symbols": ["Li", "O", "C", "O", "C", "C", "C", "C", "C", "N", "H", "H", "H", "H", "C", "Si", "C", "C", "C", "C", "C", "C", "N", "C", "S", "H", "H", "H", "H", "H", "H", "H", "H", "H", "H", "H", "H", "C", "C", "C", "C", "C", "C", "As", "C", "C", "C", "C", "C", "C", "C", "C", "C", "C", "C", "C", "H", "H", "H", "H", "H", "H", "H", "H", "H", "H", "H", "H", "H", "H", "H"],
  "positions_angstrom": [[-0.9499, -1.1812, 0.1629], [-4.3874, 0.7360, 0.4406], [-3.5094, -0.1147, 0.3127], [-2.2473, 0.0421, 0.3256], [-3.9404, -1.5700, 0.1146], [-5.2791, -1.9361, 0.1206], [-5.5981, -3.2739, -0.0374], [-4.5739, -4.1991, -0.1947], [-3.2652, -3.7402, -0.1909], [-2.9560, -2.4546, -0.0419], [-6.0282, -1.1673, 0.2513], [-6.6327, -3.5969, -0.0362], [-4.7822, -5.2542, -0.3175], [-2.4247, -4.4180, -0.3109], [4.5316, -5.1434, 1.2569], [3.4650, -4.7190, -0.2368], [2.1357, -6.0214, -0.3757], [4.5517, -4.8971, -1.7692], [3.0426, -2.8924, -0.0949], [4.1155, -2.0149, -0.1405], [3.9372, -0.6378, -0.0363], [2.6418, -0.1853, 0.1083], [1.5802, -0.9858, 0.1673], [1.7420, -2.3274, 0.0809], [0.2937, -3.2553, 0.2051], [4.9182, -6.1655, 1.1849], [3.9503, -5.0614, 2.1801], [5.3827, -4.4605, 1.3356], [2.6038, -7.0056, -0.4872], [1.4948, -5.8301, -1.2394], [1.4921, -6.0218, 0.5052], [4.9417, -5.9168, -1.8527], [5.4024, -4.2102, -1.7402], [3.9759, -4.6774, -2.6732], [5.1240, -2.4048, -0.2601], [4.7718, 0.0498, -0.0677], [2.4327, 0.8792, 0.1852], [2.4027, 5.7966, -1.0081], [1.3248, 5.9139, -0.1371], [0.5056, 4.8212, 0.1087], [0.7417, 3.5931, -0.5081], [1.8221, 3.4928, -1.3812], [2.6492, 4.5830, -1.6322], [-0.4021, 1.9813, -0.2379], [-0.6069, 2.2029, 1.6988], [-1.4791, 3.0160, 2.4175], [-1.4332, 3.0598, 3.8049], [-0.5127, 2.2909, 4.5034], [0.3538, 1.4648, 3.8021], [0.3006, 1.4197, 2.4162], [-1.9290, 2.7339, -1.2109], [-1.9089, 2.3994, -2.5653], [-2.8940, 2.8450, -3.4347], [-3.9344, 3.6298, -2.9570], [-3.9750, 3.9574, -1.6098], [-2.9823, 3.5131, -0.7459], [3.0459, 6.6476, -1.1974], [1.1240, 6.8609, 0.3495], [-0.3271, 4.9265, 0.7951], [2.0185, 2.5467, -1.8759], [3.4868, 4.4816, -2.3117], [-2.2214, 3.6167, 1.9170], [-2.1268, 3.6946, 4.3427], [-0.4798, 2.3267, 5.5855], [1.0650, 0.8436, 4.3326], [0.9597, 0.7449, 1.8787], [-1.1095, 1.7707, -2.9426], [-2.8577, 2.5656, -4.4808], [-4.7119, 3.9743, -3.6279], [-4.7947, 4.5486, -1.2195], [-3.0665, 3.7699, 0.2968]],
  "e_lumo_ev": 2.735,
  "total_energy_ev": -120524.2972,
  "gap_ev": 7.10,
  "multiplicity": 1,
  "charge": -1,
  "homo_ev": -4.367,
  "relative_energy_ev": 0.919
}

***

{
  "formula": "H16O7S",
  "method": "ωB97M-V/def2-TZVPD",
  "symbols": ["O", "H", "H", "O", "H", "H", "O", "H", "H", "O", "H", "H", "O", "H", "H", "O", "H", "H", "O", "H", "H", "S", "H", "H"],
  "positions_angstrom": [[-0.3791, 1.1157, -2.4936], [-1.1491, 1.3683, -3.1437], [-0.6750, 1.2642, -1.6172], [0.4801, 2.5613, 0.8027], [-0.2502, 1.9692, 0.8421], [0.1881, 3.4252, 0.6753], [0.7914, -1.5097, 0.7794], [1.5432, -2.0128, 0.5940], [0.9491, -0.4860, 0.6095], [0.1179, -2.3441, 3.2447], [0.9330, -1.9770, 3.5286], [0.0463, -2.1705, 2.2849], [-3.3537, 0.1215, 1.1708], [-2.9998, -0.0419, 2.0849], [-3.1694, -0.6714, 0.7179], [2.4127, 0.7935, 1.0156], [3.4056, 1.0695, 1.0427], [1.9445, 1.6507, 0.9335], [-1.8701, -2.0332, 0.3758], [-0.9621, -1.8071, 0.1310], [-1.8495, -2.7855, 0.9394], [1.3971, 1.2042, -5.3167], [1.0037, -0.0630, -5.2347], [1.4451, 1.3588, -3.9669]],
  "e_lumo_ev": -0.012,
  "total_energy_ev": -25426.9042,
  "gap_ev": 9.55,
  "multiplicity": 1,
  "homo_ev": -9.557,
  "relative_energy_ev": 1.963,
  "smiles": "O.O.O.O.O.O.O.S"
}

***

{
  "formula": "C28H24F12NO25P",
  "method": "ωB97M-V/def2-TZVPD",
  "symbols": ["O", "C", "O", "C", "F", "F", "C", "F", "F", "C", "F", "F", "C", "O", "O", "P", "O", "O", "O", "C", "C", "C", "C", "C", "N", "H", "H", "H", "H", "H", "H", "O", "C", "O", "C", "C", "F", "O", "H", "H", "H", "O", "C", "O", "C", "C", "F", "O", "H", "H", "H", "O", "C", "O", "C", "C", "F", "O", "H", "H", "H", "O", "C", "O", "C", "C", "F", "O", "H", "H", "H", "O", "C", "O", "C", "C", "F", "O", "H", "H", "H", "O", "C", "O", "C", "C", "F", "O", "H", "H", "H"],
  "positions_angstrom": [[-2.3503, 4.3014, 1.5695], [-1.4552, 4.1979, 0.8135], [-1.0124, 3.0280, 0.3140], [-0.7099, 5.4441, 0.2678], [0.6138, 5.2150, 0.3317], [-1.0273, 6.4997, 1.0113], [-1.1403, 5.6182, -1.2120], [-0.4022, 4.7047, -1.8879], [-2.4206, 5.2585, -1.3218], [-0.8641, 6.9975, -1.8376], [-1.1203, 6.9060, -3.1553], [0.4252, 7.2838, -1.6501], [-1.7040, 8.1852, -1.3138], [-1.3307, 9.2710, -1.5059], [-2.8421, 7.8933, -0.6051], [-4.2470, 8.0599, -1.3900], [-4.5388, 6.9246, -2.2598], [-4.1836, 9.4060, -2.1903], [-5.2525, 8.2780, -0.1915], [-6.0683, 7.1644, 0.0667], [-7.3526, 7.1382, -0.4321], [-8.1605, 6.0457, -0.1831], [-7.6209, 5.0200, 0.5880], [-6.3198, 5.1612, 1.0381], [-5.5401, 6.2169, 0.8059], [-1.7655, 2.5327, -0.0365], [-4.5050, 9.1815, -3.0742], [-7.7072, 7.9607, -1.0315], [-9.1576, 5.9892, -0.5801], [-8.1918, 4.1387, 0.8105], [-5.8889, 4.3629, 1.6233], [-2.0557, -0.1978, -1.6961], [-1.0344, 0.2851, -2.0556], [0.1312, 0.2019, -1.3768], [1.1603, 0.8101, -2.1757], [0.3498, 1.7290, -3.0610], [0.9143, 1.8730, -4.2799], [-0.8815, 1.0292, -3.1862], [1.6833, 0.0485, -2.7555], [1.8734, 1.3367, -1.5481], [0.1524, 2.7056, -2.6268], [3.2071, -1.0708, -4.3523], [2.6829, -1.1816, -5.4090], [1.9666, -0.2083, -6.0148], [1.6051, -0.6696, -7.3216], [1.6885, -2.1703, -7.1559], [2.0810, -2.7896, -8.2937], [2.6998, -2.3091, -6.1716], [2.3302, -0.3053, -8.0499], [0.6134, -0.3203, -7.5947], [0.7712, -2.6383, -6.7953], [0.6255, -2.0341, 4.1413], [-0.0865, -1.2985, 3.5390], [0.3296, -0.4180, 2.6081], [-0.8326, 0.1758, 2.0070], [-1.8738, -0.0284, 3.0829], [-3.1099, -0.2189, 2.5688], [-1.4326, -1.2298, 3.7024], [-1.0845, -0.3644, 1.0922], [-0.6604, 1.2203, 1.7743], [-1.9186, 0.7652, 3.8301], [3.9311, -7.1284, 2.4524], [3.8186, -6.0464, 2.9238], [2.7138, -5.5911, 3.5555], [3.0153, -4.2957, 4.1013], [4.1638, -3.8508, 3.2285], [5.0456, -3.0755, 3.8976], [4.7824, -5.0879, 2.8934], [3.3170, -4.4019, 5.1436], [2.1534, -3.6392, 4.0418], [3.8666, -3.3405, 2.3112], [9.9976, -6.4691, 2.8908], [9.0493, -7.0251, 2.4553], [7.8092, -6.9856, 2.9958], [6.9087, -7.6613, 2.1055], [7.8522, -8.5595, 1.3398], [7.4475, -8.7575, 0.0603], [9.0542, -7.8094, 1.3368], [6.4254, -6.9355, 1.4545], [6.1497, -8.2029, 2.6571], [8.0355, -9.5291, 1.8058], [-3.4604, -7.8414, 3.2435], [-2.5214, -7.1765, 2.9769], [-1.3164, -7.2485, 3.5932], [-0.4051, -6.3919, 2.8945], [-1.3479, -5.4208, 2.2224], [-0.8703, -4.9876, 1.0269], [-2.4994, -6.2134, 2.0064], [0.1617, -6.9755, 2.1680], [0.2831, -5.9103, 3.5800], [-1.6155, -4.5542, 2.8302]],
  "e_lumo_ev": -0.103,
  "total_energy_ev": -124004.8913,
  "gap_ev": 10.16,
  "multiplicity": 1,
  "homo_ev": -10.262,
  "smiles": "O=C(O)C(F)(F)C(F)(F)C(F)(F)C(=O)O[P@](=O)(O)Oc1ccccn1.O=C1OC[C@@H](F)O1.O=C1OC[C@@H](F)O1.O=C1OC[C@@H](F)O1.O=C1OC[C@@H](F)O1.O=C1OC[C@@H](F)O1.O=C1OC[C@@H](F)O1"
}